[1]
Formula: C37H40FeN2O9P4STe
Source: the OMol25 dataset
Level of theory: wB97M-V/def2-TZVPD

ORCA input file:
```
! wB97M-V def2-TZVPD RIJCOSX def2/J DEFGRID3
* xyz 1 6
Fe -0.63869 0.05152 -0.30938
O -2.50304 0.43495 0.83121
C -2.53574 -0.46554 1.92273
C -2.27425 -1.84020 1.36149
C -2.68930 -2.98943 2.02213
C -2.38564 -4.22092 1.47441
C -1.68224 -4.27112 0.27771
C -1.31716 -3.07931 -0.31698
N -1.60291 -1.88927 0.21245
H -2.43684 1.35941 1.12109
H -3.51181 -0.44638 2.41608
H -1.75666 -0.22479 2.65419
H -3.24670 -2.91023 2.94531
H -2.70457 -5.13112 1.96434
H -1.43982 -5.21155 -0.19645
H -0.78662 -3.06279 -1.26293
O 1.25843 -0.44811 -1.29308
P 2.38174 -1.44218 -1.33065
C 2.46768 -2.44002 0.17522
P 1.96692 -1.51523 1.66480
O 0.59247 -0.97483 1.45265
C 3.22442 -0.27670 1.96480
C 4.58644 -0.54790 1.83059
C 5.51645 0.45011 2.06590
C 5.09199 1.71664 2.45304
C 3.74025 1.98300 2.61699
C 2.80496 0.98596 2.37469
C 2.05553 -2.72668 2.98331
C 2.84258 -2.54810 4.11542
C 2.81365 -3.48892 5.13597
C 1.99727 -4.60299 5.03032
C 1.19869 -4.78191 3.90659
C 1.22434 -3.84557 2.88932
C 3.95757 -0.61486 -1.53338
C 3.95596 0.71987 -1.92135
C 5.15855 1.38273 -2.12038
C 6.35797 0.71363 -1.93506
C 6.36341 -0.62564 -1.56554
C 5.16467 -1.28951 -1.37049
C 2.21617 -2.57901 -2.70567
C 2.36000 -3.95833 -2.57979
C 2.20287 -4.77783 -3.68853
C 1.90027 -4.22199 -4.92225
C 1.76620 -2.84625 -5.05605
C 1.92770 -2.02502 -3.95403
H 3.44959 -2.89600 0.30914
H 1.72785 -3.24054 0.07718
H 4.93107 -1.53261 1.53720
H 6.57202 0.24209 1.95142
H 5.82250 2.49256 2.64076
H 3.39718 2.95525 2.94585
H 1.75304 1.18381 2.50011
H 3.47766 -1.67641 4.20807
H 3.42613 -3.34792 6.01566
H 1.97710 -5.33424 5.82725
H 0.55542 -5.64796 3.83064
H 0.57808 -3.97568 2.02834
H 3.00972 1.22233 -2.08279
H 5.16081 2.41819 -2.43320
H 7.29397 1.23240 -2.09195
H 7.29956 -1.14994 -1.43552
H 5.17980 -2.33877 -1.09986
H 2.59968 -4.40793 -1.62450
H 2.31766 -5.84852 -3.58833
H 1.77127 -4.86204 -5.78452
H 1.53252 -2.41298 -6.01877
H 1.82714 -0.95171 -4.06596
N 1.61347 3.36427 -0.91280
C 0.17811 3.77838 -0.60594
C 0.09831 5.29526 -0.64196
P -0.11856 3.05364 1.04684
O -1.70899 3.22285 1.31504
O 0.68157 3.78440 2.05036
O 0.13005 1.58331 0.80694
P -0.78304 2.91381 -1.96277
O -1.80595 4.01953 -2.49417
O 0.27675 2.63060 -2.97158
O -1.58140 1.80626 -1.32219
H 2.27138 4.10185 -0.66791
H 1.59154 3.13588 -1.94092
H 1.85847 2.50614 -0.40269
H 0.71902 5.72504 0.14633
H -0.93081 5.60753 -0.47438
H 0.39773 5.68940 -1.61465
H -1.86444 3.90150 1.98594
H -2.70911 3.82262 -2.21373
Te -1.30390 -0.60188 -3.05659
C -3.34452 -0.80093 -3.15397
C -4.15032 -0.57629 -4.24682
C -5.51950 -0.79684 -3.97207
C -5.73406 -1.18734 -2.67964
S -4.28076 -1.27439 -1.79571
H -3.76735 -0.26353 -5.20637
H -6.31024 -0.67443 -4.69585
H -6.67594 -1.42717 -2.21596
*
```

As for the expectation value of S²: 8.769. The calculation puts the gap between HOMO and LUMO (spin up / spin down) at 7.787 / 6.691 eV. As for the lowest unoccupied orbital energy (spin up / spin down): -1.9 / -3.5 eV.

These are the Löwdin partial charges, in e, on atoms 1 to 4: Fe 0.61; O -0.12; C -0.15; C -0.25

---

[2]
Formula: C37H40N2O3
Source: the OMol25 dataset
Level of theory: wB97M-V/def2-TZVPD

ORCA input file:
```
! wB97M-V def2-TZVPD RIJCOSX def2/J DEFGRID3
* xyz 0 1
C 3.79139 -1.78031 3.67316
C 2.99744 -0.50898 3.55371
O 1.66613 -0.95117 3.21597
C 0.72221 0.03019 3.12066
C -0.59508 -0.57987 2.59218
C -1.61111 0.56569 2.85226
O -1.51398 1.61718 2.25483
C -2.73472 0.34630 3.88197
C -3.78847 -0.66137 3.45021
C -3.26566 -2.08029 3.21258
C -2.00765 -2.44341 3.98841
C -0.69828 -1.77781 3.56964
O 0.93117 1.17717 3.45521
H 4.83512 -1.56182 3.89885
H 3.38704 -2.39991 4.48061
H 3.75728 -2.34634 2.73707
H 2.99753 0.06956 4.48828
H 3.35352 0.12913 2.73447
H -2.29606 0.10141 4.86125
H -3.21868 1.32506 3.99846
H -4.56786 -0.70121 4.21978
H -4.29313 -0.28470 2.55622
H -4.06336 -2.78846 3.48024
H -3.07105 -2.27437 2.15327
H -2.17753 -2.25024 5.06084
H -1.85828 -3.53308 3.91411
H -0.00512 -2.55884 3.22174
H -0.28542 -1.44361 4.53954
C -5.32702 2.58318 -1.42104
N -4.25598 1.89306 -2.15581
C -4.58134 1.60730 -3.51897
C -4.04879 2.36128 -4.58116
C -4.56266 2.20241 -5.86845
C -5.57394 1.27448 -6.11851
C -6.11621 0.52525 -5.06515
C -5.62465 0.69365 -3.77497
C -3.30695 1.15988 -1.43847
C -3.67926 0.50432 -0.25130
C -2.74631 -0.27427 0.41338
C -1.38321 -0.23213 0.11060
C -0.37619 -0.88305 1.07426
C 1.05164 -0.53706 0.63491
C 1.94516 -1.51856 0.19688
C 3.20794 -1.17904 -0.27752
C 3.63844 0.16132 -0.22201
N 4.91197 0.52804 -0.64287
C 5.40662 1.85754 -0.28214
C 5.60766 -0.13222 -1.69000
C 5.90899 0.59788 -2.86102
C 6.59687 -0.00479 -3.91271
C 7.06392 -1.31619 -3.78623
C 6.82378 -2.03308 -2.60740
C 6.08327 -1.45118 -1.57198
C 2.73910 1.14893 0.26133
C 1.44992 0.80337 0.64292
C -1.03790 0.33813 -1.13225
C -1.98103 1.01812 -1.90437
H -5.24635 2.38524 -0.35231
H -5.24788 3.66790 -1.58159
H -6.30522 2.24293 -1.78226
H -3.25606 3.07869 -4.36532
H -4.16551 2.80998 -6.68283
H -5.95259 1.12703 -7.12792
H -6.91536 -0.19440 -5.23653
H -6.04697 0.13604 -2.93251
H -4.70279 0.58204 0.12640
H -3.11107 -0.95783 1.17131
H -0.50062 -1.97525 0.94883
H 1.62503 -2.56197 0.22883
H 3.86936 -1.94771 -0.66704
H 6.50276 1.84148 -0.27425
H 5.07736 2.61701 -1.00295
H 5.05351 2.12968 0.71836
H 5.56991 1.63194 -2.94343
H 6.76275 0.55981 -4.83392
H 7.61438 -1.77884 -4.60660
H 7.20546 -3.04519 -2.49484
H 5.88970 -2.00762 -0.65556
H 3.03957 2.20124 0.32906
H 0.73848 1.58255 0.95134
H -0.01547 0.25585 -1.49946
H -1.70363 1.48693 -2.85036
*
```

The SMILES is CCOC(=O)[C@@]1(C(c2ccc(N(C)c3ccccc3)cc2)c2ccc(N(C)c3ccccc3)cc2)CCCCCC1=O. The calculation puts the gap between HOMO and LUMO at 8.127 eV. As for the lowest unoccupied orbital energy: 0.7 eV.

These are the Löwdin partial charges, in e, on atoms 1 to 4: C -0.06; C -0.20; O -0.06; C -0.45

---

[3]
Formula: C37H40O13
Source: the OMol25 dataset
Level of theory: wB97M-V/def2-TZVPD

ORCA input file:
```
! wB97M-V def2-TZVPD RIJCOSX def2/J DEFGRID3
* xyz 0 1
C 0.33696 1.48379 1.00700
O 0.62296 0.12179 0.75800
H 1.18996 2.23379 0.76200
H 0.31496 1.83279 2.18300
H -0.48004 2.06679 0.47300
H -0.02004 0.06979 0.06400
C 1.16096 5.10879 -4.64900
C 0.90796 6.07579 -3.65600
C 0.89296 5.48279 -2.34600
C 1.25096 4.16479 -2.11200
C 1.41696 3.27679 -3.11800
C 1.49796 3.82779 -4.36500
O 1.84596 2.89179 -5.35600
O 0.77996 6.34979 -1.30700
H 0.94596 5.44979 -5.80400
H 0.61996 7.11679 -3.73800
H 1.37096 3.79579 -1.03400
H 1.73896 2.19679 -2.81100
H 2.25696 2.06479 -5.06500
H 0.80196 5.89179 -0.42600
C 4.10296 -1.08321 -0.94500
C 3.22796 -2.01421 -0.38900
C 3.02496 -3.24221 -1.06800
C 3.58896 -3.47921 -2.22600
C 4.48196 -2.53321 -2.82200
C 4.82896 -1.39821 -2.09000
O 5.39996 -0.29321 -2.67200
O 2.07096 -4.11121 -0.61500
H 4.14896 -0.05521 -0.39500
H 2.67496 -1.81921 0.66700
H 3.23896 -4.37621 -2.78000
H 4.83796 -2.61221 -3.95100
H 5.79796 0.26579 -1.97100
H 1.73696 -3.65721 0.17700
C -2.50904 -2.07921 -1.90300
C -2.26804 -0.76021 -1.70000
C -1.10904 -0.13421 -2.19900
C -0.17604 -0.90221 -2.90800
C -0.47304 -2.22221 -3.22100
C -1.64904 -2.80321 -2.72700
O -1.79004 -4.11521 -3.03600
O -1.11204 1.15879 -2.22500
H -3.37104 -2.38821 -1.29200
H -2.77404 0.05379 -1.10200
H 0.92696 -0.59021 -3.16100
H 0.25796 -2.72221 -3.82900
H -2.61304 -4.50321 -2.87500
H -1.63404 1.59179 -2.91300
C 0.16296 -4.84221 2.19300
C -0.21904 -6.16721 2.63200
C -1.19704 -6.82821 1.86700
C -1.79004 -6.23421 0.74300
C -1.40704 -4.89221 0.47800
C -0.45704 -4.25021 1.15700
O -0.12904 -2.87121 0.86300
O -1.75304 -7.96821 2.48600
H 1.04496 -4.24421 2.65600
H 0.16996 -6.62521 3.50900
H -2.48904 -6.79821 0.18400
H -1.94904 -4.41421 -0.28200
H -0.74004 -2.38321 0.18400
H -2.08804 -8.54021 1.94300
C -5.25204 0.25579 1.15700
C -4.38004 1.27079 1.71500
C -3.20004 0.91579 2.36800
C -2.94004 -0.53321 2.57100
C -3.70304 -1.51821 1.96200
C -4.82604 -1.09321 1.20600
O -5.29104 -2.03821 0.35700
O -2.34104 1.95179 2.63600
H -6.30504 0.66279 0.71700
H -4.67904 2.27079 1.84500
H -1.94704 -0.76221 2.79900
H -3.34404 -2.58721 1.85200
H -6.11204 -1.80321 -0.16300
H -2.42404 2.62679 2.07400
C -0.05904 3.92879 4.11600
C 0.22596 4.61279 2.93700
C 1.60896 4.64379 2.63100
C 2.56896 4.07479 3.43700
C 2.26696 3.43479 4.66300
C 0.85596 3.48579 5.03000
O 0.50596 2.77679 6.17000
O 1.97796 5.24979 1.40100
H -1.16004 3.81979 4.28300
H -0.43104 5.08479 2.31300
H 3.51396 4.20079 3.19500
H 3.09696 3.07279 5.15100
H -0.45004 2.74179 6.35200
H 2.74196 5.63479 1.32300
*
```

The SMILES is Oc1ccc(O)cc1.Oc1ccc(O)cc1.Oc1ccc(O)cc1.Oc1ccc(O)cc1.Oc1ccc(O)cc1.Oc1ccc(O)cc1.CO. The calculation puts the gap between HOMO and LUMO at 8.094 eV. As for the lowest unoccupied orbital energy: 0.3 eV.

These are the Löwdin partial charges, in e, on atoms 1 to 4: C -0.19; O -0.09; H 0.07; H 0.11